18
Properties=species:S:1:pos:R:3:forces:R:3 method="wB97M-V/def2-TZVPD" multiplicity=1 total_charge=+1 gap_ev=9.83 e_lumo_ev=-3.22
C -1.95766 -1.07766 1.37588 -0.8 -0.2 1.3
C -1.07346 -0.53503 0.22009 -1.0 1.4 2.8
C 0.13440 -1.31501 0.19095 2.8 -3.0 0.2
S 1.63684 -0.70658 -0.80025 -0.9 -0.4 0.8
N -0.60750 0.80598 0.60954 -3.0 3.7 -0.8
H -1.85021 -2.18877 1.31077 -0.8 0.8 0.2
H -1.63633 -0.82278 2.47516 0.0 -0.2 -2.2
H -3.04214 -0.71134 1.32994 1.5 -0.8 -0.2
H -1.63064 -0.56078 -0.70978 0.1 0.5 -0.2
H -0.32543 -2.15432 -0.29319 1.0 -1.5 -0.3
H 0.50835 -1.66743 1.23468 -0.7 0.9 -1.7
H 2.56234 -1.32068 -0.01851 -0.4 0.2 -0.3
H -1.33999 1.28096 1.24642 1.0 -0.6 -1.7
H -0.44291 1.47997 -0.33981 0.5 -1.0 3.0
H 0.14656 0.70989 1.27953 0.9 0.1 -0.6
H 0.01182 3.44008 -1.65793 -0.3 -0.6 -0.1
H 0.84180 3.33976 -0.42670 -0.5 -0.9 -0.1
O 0.20502 2.80064 -0.95186 0.7 1.5 0.0

53
Properties=species:S:1:pos:R:3:forces:R:3 method="wB97M-V/def2-TZVPD" multiplicity=2 total_charge=+1 gap_ev="4.58 / 6.15" e_lumo_ev="-6.37 / -4.98"
Mn -0.95788 -0.82030 -1.57605 -0.2 0.3 -0.6
C 0.67547 -3.11246 1.72905 0.0 -0.1 0.1
C 0.47661 -2.59372 0.33912 -0.5 0.4 0.2
N -0.48928 -1.73361 0.10552 0.8 -0.4 0.1
N -1.24564 -1.40314 1.21403 -0.2 0.1 0.5
C -2.38730 -0.90688 0.92992 0.1 0.0 0.1
S -2.95319 -0.68681 -0.72563 0.1 -0.3 -0.2
S -3.51006 -0.34012 2.11663 -0.1 0.1 0.1
C -2.54670 -0.32344 3.67121 0.0 0.0 -0.1
C -1.57734 0.81761 3.78481 0.0 0.0 -0.1
C -0.21861 0.63310 3.55436 0.1 -0.1 0.1
C 0.66669 1.69705 3.66756 0.0 0.0 0.0
C 0.19874 2.95967 4.00128 0.0 0.0 0.0
C -1.15601 3.15007 4.24141 0.0 0.0 0.0
C -2.03510 2.08407 4.13968 0.0 0.0 -0.1
C 1.33341 -3.06595 -0.72547 0.1 0.0 -0.4
C 2.24387 -4.11475 -0.49526 -0.1 0.1 0.0
C 3.08199 -4.57001 -1.48407 0.0 0.0 -0.1
C 3.05055 -3.98060 -2.75011 0.1 0.0 0.0
C 2.16241 -2.96710 -3.02005 -0.1 0.0 0.0
C 1.28322 -2.52149 -2.02754 0.4 -0.3 0.2
O 0.42247 -1.57941 -2.38086 -0.8 -0.1 0.2
H 0.30051 -2.40531 2.46012 0.0 -0.1 0.0
H 1.72299 -3.31704 1.92134 0.0 0.0 0.0
H 0.11173 -4.04071 1.85276 0.0 0.0 0.0
H -2.07307 -1.29253 3.80783 0.0 0.0 -0.1
H -3.33748 -0.22764 4.41596 0.0 0.0 0.0
H 0.15205 -0.35907 3.31898 0.0 0.1 0.0
H 1.72794 1.53274 3.51970 0.0 0.0 0.0
H 0.88853 3.78836 4.09769 0.0 0.0 0.0
H -1.52600 4.12666 4.52341 0.0 0.0 0.0
H -3.08924 2.23699 4.34005 0.0 0.0 0.0
H 2.28015 -4.59482 0.47005 0.0 0.0 0.0
H 3.76276 -5.38415 -1.28051 0.0 0.0 0.0
H 3.71625 -4.33216 -3.52672 0.0 0.0 0.0
H 2.09829 -2.50559 -3.99563 0.0 0.0 0.0
Cl 0.61227 5.18340 -4.03381 -0.1 -0.2 0.0
C -0.04871 3.60017 -3.79759 0.0 0.2 -0.3
C -0.74319 2.98303 -4.80061 0.0 0.0 -0.1
C -1.30248 1.69829 -4.62834 -0.2 0.2 -0.7
I -2.35776 0.80428 -6.17264 0.1 0.1 0.1
C -1.15811 1.02304 -3.44593 -0.6 -0.9 0.0
O -1.66119 -0.18819 -3.17339 0.6 0.9 0.0
C -0.44078 1.65632 -2.43421 0.5 0.6 0.7
N -0.32076 0.94034 -1.27279 0.1 -0.2 -0.4
C 0.30893 1.44811 -0.22573 0.0 0.1 0.0
C 0.87213 2.71960 -0.27713 0.0 0.1 0.0
C 0.79009 3.45797 -1.43813 0.0 0.0 0.0
C 0.12141 2.94431 -2.56297 0.0 -0.3 0.5
H -0.87340 3.49190 -5.74588 0.0 0.0 0.0
H 0.34802 0.84164 0.66805 0.0 -0.1 0.1
H 1.36860 3.10434 0.60039 0.0 0.0 0.0
H 1.23120 4.44394 -1.49384 0.0 0.0 0.0

38
Properties=species:S:1:pos:R:3:forces:R:3 method="wB97M-V/def2-TZVPD" multiplicity=1 total_charge=+2 gap_ev="5.63 / 5.63" e_lumo_ev="-9.47 / -9.47"
Mo 0.16175 1.18142 0.56376 -0.1 -0.9 -0.7
C -4.37032 -1.21639 1.70556 -0.1 0.0 0.1
S -3.23786 -1.06208 3.10473 0.1 0.1 0.0
C -1.81972 -0.39501 2.41535 0.0 -0.2 0.1
S -1.67764 -0.09394 0.64899 0.2 0.2 -0.1
N -0.79702 -0.18470 3.17344 -0.1 0.0 0.1
N 0.28213 0.26034 2.46792 0.1 0.5 0.0
C 1.45363 0.10509 2.98648 -0.2 -0.1 0.1
C 2.57661 0.37808 2.11132 0.1 0.0 0.0
C 3.89666 0.26639 2.48118 -0.1 0.0 0.0
C 4.88243 0.49423 1.51768 0.0 0.0 0.0
C 4.50646 0.80760 0.22611 0.0 0.0 0.0
C 3.15329 0.88505 -0.08139 0.0 0.0 -0.1
N 2.20785 0.68299 0.83812 0.0 0.0 0.0
H -5.33027 -1.42802 2.17444 0.0 0.0 0.0
H -4.10036 -2.04592 1.05829 0.0 0.0 0.0
H -4.46067 -0.28204 1.15812 0.0 0.0 0.0
H 1.57537 -0.30894 3.98288 -0.1 0.0 0.0
H 4.15816 0.00594 3.49798 0.0 0.0 0.0
H 5.92811 0.41392 1.78291 0.0 0.0 0.0
H 5.23702 0.97571 -0.55214 0.0 0.0 0.0
H 2.82189 1.10441 -1.09055 0.0 0.0 0.0
O -0.40562 2.70519 -0.65011 0.0 -0.3 -0.1
C -0.20830 3.57177 0.28566 0.0 0.2 0.4
O 0.15258 2.98064 1.38948 0.1 0.4 0.4
C -0.35443 4.98331 0.15111 0.0 0.1 -0.1
C -0.73584 5.51094 -1.09192 0.0 -0.1 0.0
C -0.88458 6.87486 -1.22607 0.0 0.1 0.0
C -0.64957 7.66847 -0.11537 0.0 0.0 0.0
C -0.27654 7.17406 1.12438 0.0 0.0 0.0
C -0.12652 5.81086 1.26106 0.0 0.0 0.0
N -0.80934 9.14617 -0.26095 0.1 -0.1 0.0
O -1.09098 9.54987 -1.36280 0.0 0.0 0.0
O -0.62952 9.80575 0.73391 0.0 0.1 0.0
H -0.91270 4.85067 -1.93005 0.0 0.0 0.0
H -1.17545 7.33631 -2.15836 0.0 0.0 0.0
H -0.11794 7.85936 1.94417 0.0 0.0 0.0
H 0.15694 5.38066 2.21168 0.0 0.0 0.0

18
Properties=species:S:1:pos:R:3:forces:R:3 method="wB97M-V/def2-TZVPD" multiplicity=1 smiles="CO[C@]1([O-])O[N@+]1(O)C(=O)N(N)Cl" gap_ev=10.36 e_lumo_ev=0.12
C -2.23007 1.01565 -1.45786 -0.2 0.0 -0.1
O -0.97478 0.48339 -1.02726 -0.2 0.2 -0.3
C -1.05319 -0.59372 -0.24580 -0.5 0.2 -0.3
O -1.82576 -1.52525 -0.28277 -0.8 -0.5 -0.3
O -0.49856 -0.16033 1.18189 -0.4 0.8 1.4
N 0.27871 -0.88384 0.30977 -0.3 -0.2 -0.1
O 0.43945 -2.17413 0.63982 0.6 -1.2 0.2
C 1.43610 -0.23720 -0.28372 1.0 -0.7 -1.2
O 1.67035 -0.44903 -1.43692 -0.1 0.0 0.2
N 2.13730 0.50204 0.57561 1.4 1.2 0.0
N 1.94022 0.73357 1.89241 -0.2 -0.1 0.7
Cl 3.47613 1.39568 -0.16712 -0.9 -0.5 0.4
H -2.99720 0.24388 -1.40848 0.0 0.1 -0.1
H -2.08882 1.35034 -2.48319 -0.1 0.0 0.1
H -2.49889 1.85887 -0.81761 0.0 -0.1 -0.1
H -0.44438 -2.59040 0.40959 0.3 0.6 0.0
H 1.00534 1.06602 2.11163 0.2 0.0 -0.2
H 2.22805 -0.03555 2.49003 0.0 0.1 -0.3

Table of ΔE to the lowest compared entry with this formula, charge and spin (kcal per mole), in record order: 34.71 0.00 0.00 33.60